The following is a quantum chemistry calculation of C4H7LiO2Sc as an isolated structure in a non-equilibrium geometry, from the OMol25 dataset.

Last column: Mulliken charge in e.
Geometry (Å):
O1 0.81801 1.62551 0.43279  -0.370
C1 1.05295 0.19633 0.19766  -0.594
C2 0.96067 0.06419 -1.23722  -0.403
Li1 3.05780 0.71129 0.78521  0.975
Sc1 -0.67551 2.21104 1.66156  1.645
H1 0.40011 -0.51385 0.72986  0.392
H2 1.81412 0.50549 -1.77186  0.347
H3 0.82645 -0.96250 -1.58961  0.420
C3 -0.25189 2.50869 -0.95403  0.127
C4 -0.91097 1.25162 -1.26266  -0.629
O2 -1.22504 3.45154 -0.65876  -0.362
H4 0.57474 3.19040 -1.19568  0.394
H5 -1.94685 1.04733 -0.97057  0.287
H6 -1.04397 0.88589 -2.27850  0.376
H7 -0.99480 4.33770 -0.96170  0.394

Total charge: +3
HOMO-LUMO gap (spin up / spin down): 5.503 / 5.497 eV
LUMO energy (spin up / spin down): -15.068 / -15.074 eV